Record 1
74
Properties=species:S:1:pos:R:3:forces:R:3 method="wB97M-V/def2-TZVPD" energy_ev=-92054.95480 e_lumo_ha="-0.2943 / -0.2919" de_lowest_ev=0.727 homo_lumo_gap_ev="5.00 / 5.07" max_force_ev_per_a=6.25 charge=+2
Pb 0.871 1.655 -0.353 -0.6 -5.0 -0.4
Cl 1.902 -4.096 -0.083 -0.2 0.1 -0.4
Cl 1.677 -3.026 -2.803 0.1 -0.3 0.1
Cl -0.428 -4.727 -1.711 0.5 0.4 0.1
P 2.655 0.837 1.928 -1.8 0.6 -0.8
P -0.258 0.077 -3.978 0.6 1.1 1.0
O 0.775 -1.340 -0.085 -0.1 -0.4 -0.2
O -0.997 -1.810 -1.412 0.8 -0.2 0.7
C -1.723 -4.964 1.778 -0.1 0.2 0.7
C 2.135 1.215 3.610 -0.1 -0.3 0.4
C -2.543 -3.742 1.638 -1.7 -2.4 -5.4
C -3.866 -2.104 0.715 -0.6 -1.3 -1.3
C 0.087 -2.061 -0.852 -0.4 0.0 -0.6
C -1.912 -2.561 3.857 0.2 0.0 -0.1
C 3.333 3.281 -1.378 1.3 0.2 0.4
C -3.771 -0.347 2.590 -0.2 0.3 0.2
C 3.026 2.080 -0.485 0.7 -0.2 0.2
C -4.753 -1.394 -0.236 0.8 0.4 0.3
C 0.777 3.944 -0.014 -1.0 2.7 -1.7
C 0.783 -3.471 -1.333 -0.5 0.8 0.6
C 1.814 4.560 0.908 -0.2 0.0 0.7
C -3.386 -3.433 0.524 1.8 -1.2 2.3
C -3.394 -1.634 1.965 2.5 -0.8 3.2
C 2.148 3.866 -2.158 0.1 -0.2 -0.7
C 2.947 3.714 1.549 0.3 -0.1 0.4
C 0.591 1.040 -5.284 -0.5 -0.3 -0.4
C 0.854 3.803 -1.406 -0.1 2.6 0.8
C 3.673 -0.628 1.674 -0.1 -0.2 0.1
C -1.444 1.381 -3.364 -0.9 -0.2 0.4
C -2.577 -2.641 2.534 -2.0 5.8 1.3
C 1.055 0.374 -2.755 0.6 -0.9 0.2
C -3.676 -4.288 -0.620 -0.2 -0.6 -1.2
C 3.270 2.291 1.009 1.9 0.3 0.2
H -5.794 -1.721 -0.107 0.1 -0.2 0.1
H -0.064 3.790 -2.025 0.4 -0.3 0.7
H -3.010 -0.023 3.311 -0.3 0.0 -0.2
H 3.858 4.341 1.479 -0.3 -0.6 0.0
H 3.031 -1.360 1.162 0.1 0.1 0.1
H -4.702 -4.121 -0.983 0.3 -0.2 0.1
H -4.456 -1.590 -1.272 -0.1 -0.2 0.2
H 1.438 -0.461 -2.158 -0.4 0.4 0.2
H 2.025 3.372 -3.148 0.0 0.2 0.6
H 3.498 1.150 -0.830 0.0 0.3 0.0
H 2.419 4.916 -2.411 -0.5 -0.4 0.2
H 1.361 1.700 -4.876 -0.2 0.0 -0.3
H -4.713 -0.315 -0.056 -0.2 -0.2 0.0
H -1.575 2.205 -4.067 0.1 -0.2 -0.2
H 2.760 3.616 2.629 0.0 0.2 -0.3
H -3.901 0.439 1.835 0.0 -0.1 0.3
H -0.233 4.032 0.434 0.4 -0.3 -0.6
H -1.056 -3.240 3.903 -0.1 0.1 0.1
H 1.194 4.934 1.733 0.2 -0.2 0.0
H -0.880 -4.946 1.073 -0.1 0.0 0.0
H -2.308 -5.866 1.571 0.1 0.1 -0.1
H -4.725 -0.456 3.132 0.2 0.2 -0.1
H -2.606 -2.832 4.669 0.1 0.0 -0.2
H 4.338 2.103 1.288 -0.1 0.5 -0.5
H -1.115 1.802 -2.409 -0.1 -0.2 -0.2
H -2.992 -4.064 -1.455 -0.2 -0.1 0.2
H 2.039 0.268 4.163 0.1 0.3 -0.1
H 3.761 4.079 -0.750 -0.2 -0.2 -0.3
H -3.568 -5.354 -0.365 -0.1 0.4 -0.2
H -0.186 1.618 -5.792 0.4 -0.1 -0.4
H -1.561 -1.539 4.053 -0.2 -0.2 0.0
H -1.312 -5.036 2.792 -0.1 -0.1 -0.3
H 1.130 1.665 3.559 0.5 0.0 0.1
H 4.560 -0.442 1.054 -0.2 0.2 0.2
H -2.414 0.900 -3.196 0.1 0.2 0.0
H 2.217 5.505 0.503 0.0 -0.7 -0.4
H 1.897 0.912 -3.202 0.0 0.1 0.4
H 4.169 3.033 -2.059 -0.6 0.1 0.1
H 2.840 1.873 4.133 -0.2 -0.2 0.0
H 3.958 -1.019 2.658 0.1 0.0 -0.2
H 1.031 0.283 -5.943 0.1 0.5 -0.2

Record 2
38
Properties=species:S:1:pos:R:3:forces:R:3 method="wB97M-V/def2-TZVPD" energy_ev=-66688.54462 e_lumo_ha="0.0645 / 0.0296" spin_multiplicity=5 de_lowest_ev=1.404 homo_lumo_gap_ev="5.99 / 5.32" s2=6.10 max_force_ev_per_a=1.28 charge=-1
Ir 0.656 -0.733 -1.135 0.3 -0.9 0.9
Te 2.447 -3.541 2.798 -0.2 -0.1 -0.3
Te -0.688 -4.227 -0.837 -0.3 -0.1 0.0
Te 1.789 -1.428 1.344 0.1 0.5 0.3
Te 1.666 -3.185 -1.099 0.2 0.4 -0.3
S -0.976 1.178 0.322 -0.5 -0.4 -0.3
O 2.811 2.612 -2.103 0.1 0.1 0.1
O -1.490 0.463 -0.865 -0.1 0.0 -0.1
O 2.476 0.478 -1.537 0.1 0.0 -0.3
O -1.496 2.510 0.506 0.1 0.1 0.2
N 0.598 1.049 0.308 0.3 0.1 -0.6
N 0.428 -0.528 -3.377 -0.1 0.3 0.4
C -2.105 -1.945 2.596 0.0 0.0 0.0
C 1.049 0.953 -5.424 0.1 0.1 0.0
C -1.117 0.615 2.992 0.0 0.0 0.0
C -1.925 -2.465 5.050 0.0 0.0 0.1
C -1.797 -1.527 3.884 0.0 0.1 0.0
C 1.336 2.171 -0.288 0.1 0.1 0.1
C -1.913 -1.105 1.507 0.0 0.0 0.0
C 1.306 2.403 -4.999 0.0 0.0 0.0
C -1.411 0.167 1.712 0.0 0.0 -0.1
C 0.697 0.127 -4.277 0.0 -0.2 -0.1
C -1.316 -0.230 4.069 0.0 0.0 0.0
C 2.289 1.737 -1.413 -0.1 -0.1 0.0
H 0.236 0.880 -6.148 0.0 0.0 0.0
H -2.463 -2.954 2.426 0.0 0.0 0.0
H 2.068 2.454 -4.221 0.0 0.0 0.0
H 0.676 2.944 -0.686 0.0 0.0 0.0
H 1.959 2.646 0.475 0.0 0.0 0.0
H 0.395 2.850 -4.602 0.0 0.0 0.0
H -1.075 0.110 5.069 0.0 0.0 0.0
H -0.714 1.609 3.135 0.0 0.0 0.0
H -2.111 -1.451 0.502 0.0 0.0 0.0
H -0.973 -2.967 5.241 0.0 0.0 0.0
H 1.939 0.514 -5.878 0.0 0.0 0.0
H -2.672 -3.235 4.859 0.0 0.0 0.0
H -2.206 -1.932 5.959 0.0 0.0 0.0
H 1.627 2.983 -5.864 0.0 0.0 0.0

Record 3
20
Properties=species:S:1:pos:R:3:forces:R:3 method="wB97M-V/def2-TZVPD" energy_ev=-10406.47966 e_lumo_ha=0.0297 de_lowest_ev=1.944 smiles="NCCNCCC=O" homo_lumo_gap_ev=9.85 max_force_ev_per_a=1.14
O 1.880 0.349 2.179 -0.4 -0.1 0.0
N -0.071 -0.009 -0.004 0.0 -0.8 -0.6
N -3.030 0.302 -0.014 -0.2 -0.4 -0.8
C 1.156 0.115 -0.764 1.1 0.0 0.4
C 2.582 0.748 1.283 0.0 -0.4 0.5
C -0.960 -1.076 -0.491 0.7 0.2 0.3
C -2.296 -0.950 0.236 -0.1 1.0 -0.6
C 2.066 1.149 -0.071 -0.4 0.5 -0.5
H 3.654 0.821 1.530 0.2 0.2 -0.5
H -0.974 -0.957 -1.577 -0.7 0.0 -0.1
H 1.464 2.050 0.114 0.1 0.0 -0.1
H 0.154 -0.183 0.966 0.1 0.1 0.2
H -2.434 1.102 0.142 0.3 0.0 0.1
H 2.895 1.413 -0.723 0.1 0.1 0.0
H -2.951 -1.767 -0.063 0.0 -0.2 0.4
H 0.958 0.352 -1.815 -0.2 0.6 0.2
H -2.096 -0.933 1.308 0.0 -0.6 0.0
H 1.827 -0.759 -0.894 -0.6 -0.5 0.5
H -0.557 -2.094 -0.332 0.1 0.2 0.1
H -3.266 0.328 -1.011 0.0 0.1 0.4

Record 4
15
Properties=species:S:1:pos:R:3:forces:R:3 method="wB97M-V/def2-TZVPD" energy_ev=-10399.82518 e_lumo_ha=0.0084 de_lowest_ev=1.024 smiles=O.O.O.O.O homo_lumo_gap_ev=11.17 max_force_ev_per_a=0.62
O -0.235 -0.149 0.144 0.2 -0.1 -0.1
O 2.891 -0.101 -2.824 0.2 -0.2 -0.3
O -2.837 -1.634 1.257 0.3 0.1 -0.2
O 2.591 0.423 0.120 0.1 -0.1 -0.2
O -1.470 2.097 1.052 -0.3 0.5 0.2
H 3.411 0.567 0.591 0.3 0.0 0.0
H 2.052 -0.037 -3.280 -0.1 0.1 -0.2
H 0.336 -0.835 -0.201 0.3 -0.1 -0.1
H 2.666 -0.030 -1.896 0.0 0.2 0.6
H -1.121 -0.495 0.031 -0.5 -0.4 0.2
H -3.343 -2.297 0.788 -0.1 -0.2 -0.1
H -2.388 1.835 0.981 -0.2 0.1 0.0
H 1.920 0.419 0.803 -0.4 0.1 0.1
H -3.493 -1.108 1.714 -0.1 0.2 0.2
H -0.979 1.345 0.719 0.4 -0.1 -0.1